(1)
{
  "formula": "C2H5NO2",
  "method": "wB97M-V/def2-TZVPD",
  "elements": ["O", "O", "N", "C", "C", "H", "H", "H", "H", "H"],
  "positions_angstrom": [[1.8016, -0.9890, -0.3308], [-0.6355, 0.3108, -0.7340], [0.4195, 0.8376, -0.0072], [1.6293, 0.1753, -0.0392], [-1.3873, -0.5883, 0.0813], [0.4735, 1.8368, -0.1466], [-0.7792, -1.4613, 0.3621], [-1.7186, -0.0591, 0.9718], [2.4310, 0.8537, 0.3476], [-2.2344, -0.9165, -0.5050]],
  "forces_ev_per_angstrom": [[-0.19, 0.95, 0.16], [-0.07, -0.20, -0.21], [0.37, -0.08, -0.16], [0.15, -0.52, 0.15], [0.48, -0.16, 0.34], [-0.09, 0.04, 0.08], [-0.15, 0.29, -0.09], [-0.14, -0.06, 0.14], [-0.24, -0.31, -0.21], [-0.12, 0.06, -0.20]],
  "lumo_energy_ha": 0.032,
  "homo_energy_ev": -9.9807,
  "charge": 0,
  "energy_ha": -284.373339,
  "mol_weight_g_mol": 75.07
}

***

(2)
{
  "formula": "C11H11N3O",
  "method": "wB97M-V/def2-TZVPD",
  "elements": ["O", "N", "N", "N", "C", "C", "C", "C", "C", "C", "C", "C", "C", "C", "C", "H", "H", "H", "H", "H", "H", "H", "H", "H", "H", "H"],
  "positions_angstrom": [[-0.1150, 2.2615, 1.2228], [0.0169, -0.6609, -0.0049], [3.2351, 1.1525, 1.0917], [2.5648, 0.0806, 0.6453], [0.1876, -1.0394, -1.3607], [3.3401, -1.1028, 0.4479], [-1.1569, 1.5097, 0.8736], [-3.5507, 1.6045, 0.6596], [2.3276, 2.0575, 1.4066], [-2.3377, -0.2153, -0.3208], [1.3086, 0.4214, 0.4693], [-1.1045, 0.2688, 0.1597], [-2.3721, 2.1356, 1.1846], [-3.5092, 0.4971, -0.1696], [1.0788, 1.6484, 0.9985], [4.2869, -0.9969, 0.9325], [2.6842, 2.9260, 1.8633], [2.7450, -1.8719, 0.7887], [-2.3384, -1.2876, -0.6466], [-0.4996, -1.9920, -1.5888], [-0.1138, -0.1589, -2.0699], [3.6618, -1.2382, -0.5917], [-4.3657, -0.0752, -0.4633], [-2.3544, 3.1142, 1.5094], [1.1945, -1.2605, -1.6168], [-4.3876, 2.3240, 0.7028]],
  "forces_ev_per_angstrom": [[1.80, 0.20, 0.22], [3.18, 4.78, 2.95], [0.54, -0.33, 1.13], [1.90, 1.31, -0.49], [-2.48, -0.24, -2.88], [0.66, 0.93, -1.93], [-1.55, -0.93, -0.69], [0.12, 1.96, -0.45], [0.83, -0.09, -0.66], [1.17, -0.67, 0.70], [-5.24, -4.19, -1.38], [-1.06, -0.45, 0.53], [-0.15, -2.84, -2.40], [-0.16, -1.30, 0.89], [-0.26, 0.28, 0.30], [0.15, 0.11, 0.96], [0.07, 1.33, 0.51], [-0.78, -2.17, 0.66], [-0.21, 1.34, -0.12], [1.60, 2.10, 0.31], [0.31, -1.65, 0.90], [-0.62, -0.10, -0.13], [-0.78, 0.47, -0.36], [0.14, 1.75, 1.17], [0.88, -0.54, 0.09], [-0.04, -1.07, 0.15]],
  "lumo_energy_ha": 0.030,
  "homo_energy_ev": -7.9419,
  "charge": 0,
  "energy_ha": -665.138485,
  "mol_weight_g_mol": 201.23
}

***

(3)
{
  "formula": "C18H43N13O28",
  "method": "wB97M-V/def2-TZVPD",
  "elements": ["O", "O", "O", "O", "O", "O", "O", "O", "O", "O", "O", "O", "O", "O", "O", "O", "O", "O", "O", "O", "O", "O", "O", "O", "O", "O", "O", "O", "N", "N", "N", "N", "N", "N", "N", "N", "N", "N", "N", "N", "N", "C", "C", "C", "C", "C", "C", "C", "C", "C", "C", "C", "C", "C", "C", "C", "C", "C", "C", "H", "H", "H", "H", "H", "H", "H", "H", "H", "H", "H", "H", "H", "H", "H", "H", "H", "H", "H", "H", "H", "H", "H", "H", "H", "H", "H", "H", "H", "H", "H", "H", "H", "H", "H", "H", "H", "H", "H", "H", "H", "H", "H"],
  "positions_angstrom": [[2.2831, 8.3710, -7.7385], [7.3598, 5.4202, -1.0535], [-5.0643, -1.6619, -5.5676], [4.4359, 8.1319, -3.5326], [1.3162, -7.2070, -1.0371], [-0.6558, -2.2890, 1.8103], [3.5433, 4.1532, 3.7345], [-4.5926, -4.7165, -0.8045], [-2.7804, -2.2329, 2.1711], [1.7332, 6.6253, -1.5568], [2.6304, 6.4941, 0.3921], [0.0767, 1.5898, 4.0960], [3.8888, 7.3421, -8.7376], [0.2434, 2.3482, 0.2080], [-6.6372, -0.6835, -4.4672], [-6.0800, -4.0753, -2.3929], [-4.6357, -1.4667, -2.2689], [-0.0992, 0.2297, 0.0001], [-3.0085, -9.3683, 6.8565], [-2.4238, -5.0945, -0.2855], [1.0051, -9.3277, -0.8263], [-0.2193, -9.3558, 3.5423], [5.4001, 4.8976, -0.3304], [0.0953, -7.2427, 3.2863], [-3.4658, -7.3055, 7.2664], [1.8494, 4.7870, 4.9006], [0.4022, -0.1661, 5.2936], [4.2895, 5.9906, -3.3640], [0.7233, -8.1698, -0.5939], [-0.4981, -8.1962, 3.7570], [2.2704, 6.0043, -0.6650], [-5.7919, -0.7223, -5.3436], [6.2593, 5.7031, -0.6309], [-1.9931, -2.1265, -0.9318], [2.8172, 5.0080, 4.2016], [0.7784, 0.8635, 4.7703], [-3.2743, -8.4542, 7.6096], [-0.3587, 1.3184, 0.4561], [2.7991, 7.8737, -8.7194], [-1.6266, -2.3368, 2.5376], [4.1029, 7.0408, -3.9476], [-4.2792, -2.6205, -1.7111], [-3.2476, -4.3309, -0.6787], [2.0445, 7.9118, -10.0022], [-3.1139, -2.9321, -1.1173], [3.1525, 6.4239, 3.8912], [3.4142, 6.9717, -5.2644], [-0.4344, -7.8929, 0.2970], [-1.4925, 1.4133, 1.4139], [-3.3733, -8.7516, 9.0648], [-1.3991, -2.5433, 3.9936], [2.4998, 4.5514, -0.8804], [5.9487, 7.1490, -0.4675], [-5.6332, 0.4792, -6.2075], [2.1991, 1.2562, 4.9731], [-1.6502, -7.9019, 4.6525], [-1.1746, -1.9858, -2.1634], [-5.1360, -3.8337, -1.7092], [-0.1851, -3.1486, -2.3819], [-0.8537, -8.8429, 0.6082], [2.6587, 8.4486, -10.7185], [-1.9149, -3.4589, 4.2677], [-2.3597, -7.3171, 4.0737], [-5.8127, 0.1647, -7.2310], [2.4449, 6.5157, -5.0843], [-0.3098, -3.9321, -1.6348], [2.4204, 7.0562, 4.3780], [-2.2213, 2.1012, 0.9954], [0.8457, -2.7982, -2.3823], [4.0223, 6.3431, -5.9082], [-0.3516, -3.6169, -3.3534], [6.6870, 7.5556, 0.2181], [-0.3329, -2.6144, 4.1662], [1.5232, 4.0924, -1.0073], [1.1009, 8.4127, -9.8250], [2.3783, 2.1887, 4.4536], [3.1081, 4.4459, -1.7723], [3.1226, 6.5268, 2.8091], [2.3486, 1.3597, 6.0437], [-1.8450, -1.9480, -3.0227], [-1.0816, 1.7981, 2.3399], [-1.1505, -7.3054, -0.2713], [-1.3971, -2.5877, -0.2510], [-2.6390, -8.1320, 9.5702], [4.9414, 7.2399, -0.0793], [-1.2678, -7.3120, 5.4800], [-0.6478, -1.0345, -2.1401], [4.1549, 6.6031, 4.2681], [-1.8247, -1.6904, 4.5126], [6.0386, 7.6071, -1.4461], [-5.4857, -1.5681, -2.7277], [-3.1779, -9.8071, 9.2078], [1.9037, 6.8839, -10.3217], [3.3220, 7.9736, -5.6577], [3.0042, 4.1595, -0.0080], [-4.3766, -8.4798, 9.3781], [-1.9124, 0.4205, 1.5324], [2.8091, 0.4476, 4.5808], [-4.6093, 0.8208, -6.0903], [-0.0678, -7.3246, 1.1452], [-6.3470, 1.2264, -5.8839], [-2.0852, -8.8305, 4.9910]],
  "forces_ev_per_angstrom": [[-0.08, 0.02, -0.15], [-0.02, 0.02, 0.01], [0.01, 0.03, 0.03], [0.03, -0.10, 0.00], [-0.01, -0.02, 0.01], [-0.02, -0.06, 0.11], [0.01, 0.02, 0.00], [0.38, -0.43, -0.56], [0.00, -0.01, -0.02], [0.03, 0.00, 0.00], [-0.06, 0.03, 0.00], [0.08, -0.06, 0.14], [-0.03, -0.01, 0.00], [-0.02, 0.00, -0.06], [0.13, 0.01, 0.10], [-0.28, 0.15, 0.28], [-0.07, -0.01, -0.23], [0.19, 0.07, -0.10], [-0.15, -0.12, 0.28], [0.09, 0.02, 0.24], [-0.02, 0.02, 0.00], [-0.03, 0.03, 0.00], [0.10, 0.05, -0.01], [-0.02, 0.06, 0.22], [0.02, -0.01, 0.02], [0.03, 0.01, -0.01], [0.00, -0.01, 0.01], [0.07, 0.02, 0.05], [0.04, 0.01, -0.02], [0.04, -0.03, -0.02], [0.09, -0.02, -0.02], [-0.01, -0.05, -0.01], [-0.01, -0.06, -0.02], [0.29, -0.79, -0.55], [-0.02, -0.01, 0.04], [0.01, 0.05, -0.03], [-0.02, 0.01, -0.03], [-0.09, -0.04, 0.09], [0.04, 0.00, 0.03], [0.05, -0.06, 0.07], [-0.03, 0.04, 0.06], [0.22, -0.14, 0.07], [-0.30, -0.05, 0.42], [-0.07, 0.06, 0.02], [-0.27, 0.66, 0.01], [-0.09, 0.04, -0.05], [0.05, 0.08, 0.12], [-0.16, -0.08, -0.08], [-0.09, -0.08, -0.03], [0.01, -0.09, 0.01], [0.10, -0.01, 0.04], [-0.12, -0.13, 0.16], [-0.07, 0.00, 0.06], [-0.08, 0.05, 0.01], [0.02, 0.06, -0.07], [0.04, -0.01, -0.17], [-0.01, -0.07, -0.33], [0.05, 0.20, -0.08], [-0.10, 0.11, -0.30], [0.05, -0.02, -0.01], [0.02, -0.04, -0.01], [-0.05, 0.02, -0.01], [0.03, 0.06, 0.02], [0.05, -0.01, -0.01], [0.01, -0.03, -0.02], [0.10, 0.04, 0.09], [-0.01, -0.02, 0.00], [0.06, 0.05, -0.02], [0.03, -0.07, 0.19], [-0.03, -0.02, -0.01], [0.00, -0.03, 0.01], [0.03, 0.00, -0.04], [0.00, 0.01, -0.03], [0.01, 0.02, -0.07], [0.01, 0.00, 0.02], [-0.02, 0.00, 0.00], [-0.03, 0.06, -0.04], [0.05, -0.02, 0.00], [0.01, -0.05, 0.01], [-0.17, 0.15, 0.13], [-0.10, 0.04, -0.04], [0.05, 0.07, 0.02], [-0.06, 0.38, 0.30], [-0.03, 0.04, 0.00], [-0.02, -0.02, 0.00], [-0.02, 0.04, -0.02], [-0.01, 0.02, 0.21], [0.03, -0.02, -0.05], [-0.03, -0.01, 0.00], [0.01, 0.02, -0.05], [-0.06, -0.06, -0.06], [0.00, 0.00, -0.02], [0.04, 0.00, -0.02], [0.02, -0.02, 0.04], [0.03, 0.01, 0.00], [0.01, 0.04, 0.01], [0.01, -0.01, -0.05], [-0.01, -0.03, 0.05], [0.02, -0.03, -0.03], [0.04, 0.04, -0.13], [-0.01, -0.01, 0.01], [0.11, 0.02, -0.10]],
  "lumo_energy_ha": -0.012,
  "homo_energy_ev": -8.4363,
  "charge": 0,
  "energy_ha": -3529.084907,
  "mol_weight_g_mol": 889.61
}

***

Question: Which formula does entry 3 have?
Answer: C18H43N13O28

***

Copy entry 1 word for word.
{
  "formula": "C2H5NO2",
  "method": "wB97M-V/def2-TZVPD",
  "elements": ["O", "O", "N", "C", "C", "H", "H", "H", "H", "H"],
  "positions_angstrom": [[1.8016, -0.9890, -0.3308], [-0.6355, 0.3108, -0.7340], [0.4195, 0.8376, -0.0072], [1.6293, 0.1753, -0.0392], [-1.3873, -0.5883, 0.0813], [0.4735, 1.8368, -0.1466], [-0.7792, -1.4613, 0.3621], [-1.7186, -0.0591, 0.9718], [2.4310, 0.8537, 0.3476], [-2.2344, -0.9165, -0.5050]],
  "forces_ev_per_angstrom": [[-0.19, 0.95, 0.16], [-0.07, -0.20, -0.21], [0.37, -0.08, -0.16], [0.15, -0.52, 0.15], [0.48, -0.16, 0.34], [-0.09, 0.04, 0.08], [-0.15, 0.29, -0.09], [-0.14, -0.06, 0.14], [-0.24, -0.31, -0.21], [-0.12, 0.06, -0.20]],
  "lumo_energy_ha": 0.032,
  "homo_energy_ev": -9.9807,
  "charge": 0,
  "energy_ha": -284.373339,
  "mol_weight_g_mol": 75.07
}